11
Properties=species:S:1:pos:R:3:forces:R:3 method="wB97M-V/def2-TZVPD" e_homo_ha="-0.3112 / -0.3113" total_energy_ha=-268.27169 gap_ev="8.255 / 8.261"
O 1.48095 -0.29509 -1.21646 -1.3 0.5 0.8
O -1.24477 -0.79547 -0.71542 -0.7 0.1 1.1
C -0.32267 -0.20077 0.00302 0.6 1.3 -3.0
C 1.07595 -0.71547 -0.01125 0.4 -1.7 1.2
C -0.58049 1.27083 0.32131 0.0 -2.0 -0.4
H -0.44210 1.27553 1.41765 -0.4 0.7 -0.4
H 1.13519 -1.80471 0.21377 -0.3 -0.2 -0.5
H 1.49434 -0.31909 0.89817 1.1 0.8 0.5
H -1.58132 1.47981 -0.07713 0.3 0.4 0.6
H 0.18455 1.87043 -0.18027 -0.1 -0.1 0.2
H -1.19963 -1.76601 -0.65338 0.5 0.2 -0.3